# 1
Formula: C20H19N3O4S
Source: the Open Molecules 2025 dataset
Level of theory: wB97M-V/def2-TZVPD

Each line ends with the Mulliken charge.
Atoms and positions in Å:
C 2.302 -5.803 1.992  -1.05
C 1.490 -5.408 0.761  0.51
N 0.930 -6.399 0.039  -0.59
C 0.333 -6.059 -1.106  -0.18
C 0.188 -4.766 -1.470  -0.78
C 0.670 -3.774 -0.618  0.57
C 0.583 -2.334 -0.936  0.85
C -0.426 -1.863 -1.812  -0.56
C -0.520 -0.523 -2.136  -1.26
C 0.409 0.375 -1.593  0.10
C 1.448 -0.038 -0.724  -0.17
N 2.339 0.922 -0.286  -0.35
S 1.793 1.985 0.961  1.28
O 2.777 3.044 0.996  -0.73
O 1.827 1.261 2.224  -0.65
C 0.183 2.666 0.547  0.07
C 0.228 3.879 -0.203  -0.73
C -0.948 4.555 -0.557  -0.23
C -0.906 5.847 -1.278  0.41
O -1.961 6.403 -1.578  -0.61
O 0.274 6.350 -1.576  -0.42
C -2.147 4.002 -0.063  -0.79
C -2.181 2.803 0.694  1.23
C -3.570 2.361 1.147  -1.66
C -1.006 2.124 1.016  0.93
C -1.002 0.885 1.884  -1.66
C 1.517 -1.412 -0.405  -0.24
N 1.323 -4.124 0.482  -0.47
H 2.368 -4.956 2.710  0.31
H 1.844 -6.586 2.537  0.36
H 3.329 -6.082 1.659  0.22
H -0.071 -6.824 -1.757  0.40
H -0.298 -4.563 -2.428  0.28
H -1.164 -2.526 -2.277  0.27
H -1.289 -0.150 -2.764  0.48
H 0.353 1.435 -1.792  0.63
H 3.224 0.616 0.027  0.40
H 1.199 4.280 -0.454  0.56
H 0.078 7.197 -1.966  0.35
H -3.056 4.505 -0.280  0.47
H -3.827 1.365 0.726  0.33
H -3.577 2.327 2.228  0.38
H -4.366 3.048 0.864  0.37
H -0.190 0.216 1.588  0.23
H -0.843 1.180 2.945  0.29
H -1.934 0.359 1.736  0.47
H 2.275 -1.797 0.294  0.39

- ΔE to the lowest compared entry with this formula, charge and spin: 9.95 kcal per mole
- Strongest force on any atom: 3.519 eV Å⁻¹
- Orbital gap: 8.82 eV
- E_tot: -1636.9547 a.u.
- Structure (SMILES): Cc1nccc(-c2cccc(NS(=O)(=O)c3cc(C(=O)O)cc(C)c3C)c2)n1

# 2
Formula: C20H19N3OS
Source: the Open Molecules 2025 dataset
Level of theory: wB97M-V/def2-TZVPD

Each line ends with the Mulliken charge.
Atoms and positions in Å:
C -3.895 -3.719 -0.097  -1.07
C -4.818 -2.576 -0.525  -0.99
C -4.135 -1.251 -0.344  0.67
C -4.208 -0.572 0.866  -0.73
C -3.554 0.629 1.048  -0.35
C -2.793 1.183 0.021  0.56
N -2.172 2.435 0.258  0.08
C -1.725 3.189 -0.895  -0.92
N -0.440 2.785 -1.422  -0.56
C 0.338 2.193 -0.626  0.91
S 1.901 1.543 -1.108  -0.31
C 2.176 0.889 0.500  -0.13
C 3.223 0.190 0.979  -0.39
C 4.443 -0.236 0.343  1.47
C 4.754 0.032 -0.994  -0.42
C 5.946 -0.402 -1.539  -0.83
C 6.854 -1.111 -0.767  -0.41
C 6.561 -1.385 0.560  -0.55
C 5.371 -0.954 1.109  -0.55
C 1.035 1.205 1.388  0.34
O 0.929 0.883 2.550  -0.66
N 0.103 1.936 0.706  0.10
C -1.157 2.429 1.269  -1.10
C -2.708 0.504 -1.190  -0.08
C -3.376 -0.695 -1.363  -1.21
H -4.391 -4.678 -0.226  0.36
H -2.986 -3.714 -0.694  0.32
H -3.617 -3.609 0.949  0.32
H -5.095 -2.711 -1.572  0.35
H -5.730 -2.607 0.076  0.35
H -4.796 -0.984 1.674  0.37
H -3.638 1.154 1.988  0.50
H -2.460 3.103 -1.697  0.51
H -1.657 4.248 -0.609  0.33
H 3.116 -0.091 2.023  0.35
H 4.058 0.582 -1.608  0.35
H 6.170 -0.186 -2.573  0.39
H 7.785 -1.447 -1.198  0.38
H 7.265 -1.937 1.165  0.38
H 5.146 -1.169 2.143  0.36
H -1.417 1.778 2.107  0.46
H -0.999 3.452 1.637  0.20
H -2.111 0.898 -1.999  0.52
H -3.298 -1.208 -2.311  0.34

- ΔE to the lowest compared entry with this formula, charge and spin: 14.67 kcal per mole
- Strongest force on any atom: 1.035 eV Å⁻¹
- Orbital gap: 7.97 eV
- E_tot: -1411.2448 a.u.
- Structure (SMILES): CCc1ccc(N2CN=c3s/c(=C\c4ccccc4)c(=O)n3C2)cc1

# 3
Formula: C20H19N5O7S
Source: the Open Molecules 2025 dataset
Level of theory: wB97M-V/def2-TZVPD

Each line ends with the Mulliken charge.
Atoms and positions in Å:
O 1.566 5.133 0.046  -0.61
N 1.345 3.988 -0.407  1.05
O 2.121 3.015 -0.218  -0.55
C 0.180 3.778 -1.237  0.14
C -0.708 4.851 -1.455  -0.39
C -1.733 4.712 -2.385  -0.40
N -2.677 5.805 -2.521  0.93
O -3.672 5.693 -3.257  -0.55
O -2.434 6.846 -1.862  -0.58
C -1.738 3.528 -3.222  0.65
N -2.144 3.431 -4.519  -0.41
O -1.599 2.230 -4.965  -0.17
N -0.946 1.552 -3.924  0.84
O -0.365 0.497 -4.113  -0.65
C -0.914 2.445 -2.833  -0.05
C 0.079 2.534 -1.882  -0.34
H -0.568 5.778 -0.898  0.62
H 0.869 1.785 -1.834  0.57
C -0.393 1.503 0.696  -0.12
O -0.154 0.524 1.696  -0.54
C -0.120 -0.750 1.145  0.31
C 1.148 -1.334 1.045  0.36
S 2.656 -0.439 0.964  -0.33
C 3.560 -1.885 1.216  1.11
C 5.037 -1.832 1.377  -1.42
C 2.758 -2.982 1.328  0.20
C 3.179 -4.407 1.494  -1.74
N 1.422 -2.655 1.323  0.07
C 0.388 -3.616 1.686  -1.08
C -1.426 -1.393 1.045  0.15
C -1.850 -2.151 -0.069  -0.47
C -3.071 -2.826 -0.004  -0.53
C -3.876 -2.732 1.139  -0.44
C -3.486 -1.913 2.206  -0.55
C -2.292 -1.206 2.139  -0.34
H -0.481 2.468 1.194  0.24
H 0.481 1.515 0.039  -0.44
H -1.306 1.254 0.138  0.32
H 5.479 -2.833 1.414  0.35
H 5.498 -1.284 0.546  0.30
H 5.311 -1.314 2.308  0.28
H 4.259 -4.464 1.313  0.36
H 3.003 -4.810 2.506  0.32
H 2.688 -5.084 0.774  0.37
H 0.879 -4.471 2.159  0.40
H -0.323 -3.193 2.408  0.38
H -0.152 -3.973 0.800  0.30
H -1.210 -2.192 -0.951  0.53
H -3.395 -3.444 -0.845  0.39
H -4.807 -3.306 1.205  0.37
H -4.094 -1.832 3.109  0.38
H -1.972 -0.545 2.945  0.41

- ΔE to the lowest compared entry with this formula, charge and spin: 262.95 kcal per mole
- Strongest force on any atom: 3.009 eV Å⁻¹
- Orbital gap: 3.84 eV
- E_tot: -1971.7228 a.u.
- Structure (SMILES): O=[N+]([O-])c1cc([N+](=O)[O-])c2no[n+]([O-])c2c1.CO/C(=C1\SC(C)=C(C)N1C)c1ccccc1

# 4
Formula: C20H19N7O3S
Source: the Open Molecules 2025 dataset
Level of theory: wB97M-V/def2-TZVPD

Each line ends with the Mulliken charge.
Atoms and positions in Å:
C -3.958 0.775 -0.401  -1.86
C -2.508 1.072 -0.443  0.32
C -1.575 1.146 0.544  -0.29
N -1.573 0.941 1.924  -0.16
C -2.517 0.349 2.699  0.51
O -3.711 0.461 2.560  -0.64
C -1.938 -0.486 3.840  -0.67
S -0.426 -1.386 3.350  -0.29
C -0.851 -1.790 1.718  0.44
N -2.082 -1.908 1.261  -0.14
N -1.978 -2.086 -0.042  -0.65
N -0.768 -2.094 -0.419  -0.35
N 0.005 -1.910 0.661  0.62
C 1.397 -1.819 0.567  0.65
C 2.218 -2.019 1.670  -0.84
C 3.584 -1.894 1.534  -1.08
C 4.144 -1.578 0.298  0.82
O 5.490 -1.465 0.217  -0.57
C 3.315 -1.403 -0.806  -0.42
C 1.947 -1.524 -0.675  -0.13
C -0.272 1.334 -0.066  0.72
O 0.815 1.388 0.492  -0.78
N -0.519 1.412 -1.421  0.80
C 0.347 1.950 -2.380  0.07
C -0.142 2.768 -3.397  -0.09
C 0.727 3.283 -4.341  -0.69
C 2.082 3.005 -4.272  -0.52
C 2.568 2.217 -3.242  -0.86
C 1.710 1.683 -2.299  -0.26
N -1.890 1.304 -1.663  -0.30
C -2.278 0.495 -2.803  -1.24
H -4.128 -0.264 -0.683  0.33
H -4.501 1.422 -1.088  0.48
H -4.331 0.908 0.610  0.47
H -0.609 0.931 2.255  0.34
H -2.696 -1.198 4.163  0.42
H -1.638 0.139 4.682  0.45
H 1.797 -2.279 2.628  0.44
H 4.238 -2.039 2.378  0.42
H 5.752 -1.231 -0.682  0.28
H 3.742 -1.165 -1.771  0.27
H 1.295 -1.389 -1.523  0.44
H -1.191 3.017 -3.431  0.49
H 0.342 3.914 -5.128  0.39
H 2.756 3.411 -5.011  0.39
H 3.627 2.015 -3.172  0.39
H 2.084 1.087 -1.484  0.67
H -1.603 0.697 -3.631  0.52
H -2.242 -0.572 -2.562  0.28
H -3.290 0.764 -3.097  0.39

- ΔE to the lowest compared entry with this formula, charge and spin: 83.45 kcal per mole
- Strongest force on any atom: 1.902 eV Å⁻¹
- Orbital gap: 8.45 eV
- E_tot: -1780.7150 a.u.
- Structure (SMILES): Cc1c(NC(=O)CSc2nnnn2-c2ccc(O)cc2)c(=O)n(-c2ccccc2)n1C

# 5
Formula: C20H20BFeIN6O5S2
Source: the Open Molecules 2025 dataset
Level of theory: wB97M-V/def2-TZVPD

Each line ends with the Mulliken charge.
Atoms and positions in Å:
Fe 0.700 1.416 0.338  0.49
C -1.572 4.244 -2.181  -0.94
C -2.079 2.848 -2.332  0.82
N -2.762 2.515 -3.395  -0.75
C -3.178 1.231 -3.536  -0.92
C -2.929 0.246 -2.625  0.96
C -3.464 -1.136 -2.858  -0.92
O -4.624 -1.429 -2.061  -0.57
C -2.182 0.566 -1.456  -0.07
C -1.933 -0.408 -0.437  -0.89
N -1.166 -0.208 0.578  0.47
C -1.064 -1.227 1.526  0.02
C -0.956 -2.576 1.177  0.34
C -0.859 -3.549 2.156  -0.91
C -0.850 -3.194 3.496  -0.55
C -0.924 -1.856 3.857  -0.40
C -1.025 -0.881 2.880  -0.21
I -1.143 1.135 3.384  0.07
C -1.742 1.905 -1.271  0.81
O -1.121 2.324 -0.251  -1.03
H -1.992 4.876 -2.963  0.39
H -1.814 4.634 -1.191  0.24
H -0.479 4.245 -2.247  0.06
H -3.736 1.010 -4.441  0.32
H -3.777 -1.239 -3.898  0.38
H -2.694 -1.891 -2.664  0.30
H -4.557 -0.892 -1.265  0.45
H -2.460 -1.365 -0.515  0.64
H -0.888 -2.837 0.128  0.35
H -0.753 -4.588 1.868  0.32
H -0.752 -3.952 4.264  0.33
H -0.891 -1.566 4.899  0.36
B 2.503 -1.714 1.597  0.50
N 2.185 -1.626 0.084  -0.64
C 2.458 -2.558 -0.839  -0.16
C 1.846 -2.193 -2.026  -1.35
C 1.221 -0.979 -1.724  -0.35
N 1.423 -0.656 -0.450  0.77
N 2.898 -0.321 2.131  -0.31
C 3.938 -0.058 2.929  -0.13
C 3.804 1.227 3.425  -1.24
C 2.622 1.685 2.844  -0.37
N 2.077 0.748 2.072  0.57
H 3.451 -2.459 1.738  -0.24
H 1.539 -2.105 2.210  -0.19
H 3.069 -3.406 -0.579  0.42
H 1.887 -2.701 -2.974  0.40
H 0.686 -0.296 -2.363  0.66
H 4.690 -0.813 3.090  0.42
H 4.479 1.764 4.069  0.35
H 2.166 2.657 2.910  0.42
O 1.291 1.888 -1.698  -0.56
S 2.210 3.070 -1.581  1.04
O 1.827 4.128 -2.506  -0.71
O 3.606 2.684 -1.685  -0.70
S 1.791 3.637 0.362  -0.53

- Multiplicity: 5
- ΔE to the lowest compared entry with this formula, charge and spin: 8.02 kcal per mole
- Charge: -2
- Strongest force on any atom: 0.439 eV Å⁻¹
- Orbital gap (spin up / spin down): 5.72 / 5.72 eV
- E_tot: -3861.6949 a.u.

# 6
Formula: C20H20BrN2O3Pd
Source: the Open Molecules 2025 dataset
Level of theory: wB97M-V/def2-TZVPD

Each line ends with the Mulliken charge.
Atoms and positions in Å:
Pd 0.071 -0.093 0.318  0.98
Br -7.211 -0.809 1.564  -0.18
C -5.451 -0.335 1.062  -0.27
C -5.253 0.673 0.103  -0.36
C -3.982 0.991 -0.297  -0.78
C -2.850 0.305 0.200  0.65
O -1.694 0.603 -0.283  -0.47
C -3.065 -0.707 1.202  0.09
C -2.037 -1.497 1.745  0.19
N -0.763 -1.446 1.453  -0.20
C 0.159 -2.418 1.847  0.58
C -0.122 -3.643 2.431  -0.71
C 0.906 -4.551 2.702  -1.02
C 2.219 -4.254 2.440  -0.88
C 2.556 -2.990 1.918  1.15
C 3.879 -2.552 1.705  -0.51
C 4.104 -1.279 1.251  -0.90
C 3.018 -0.454 0.945  -0.49
N 1.770 -0.851 1.083  -0.20
C 1.517 -2.087 1.600  0.30
C -4.390 -0.988 1.614  -0.66
H -6.106 1.185 -0.317  0.44
H -3.814 1.769 -1.029  0.44
H -2.346 -2.243 2.471  0.35
H -1.138 -3.917 2.675  0.29
H 0.659 -5.512 3.132  0.40
H 3.002 -4.972 2.646  0.43
H 4.702 -3.219 1.929  0.46
H 5.107 -0.901 1.116  0.42
H 3.163 0.560 0.599  0.80
H -4.565 -1.755 2.358  0.44
C 0.642 -2.534 -2.850  -0.86
O 1.034 -1.364 -2.148  -0.08
C 1.314 -0.275 -2.997  -0.54
C 1.883 0.865 -2.162  -0.65
O 1.016 1.379 -1.132  -0.15
C 0.089 2.338 -1.663  -0.82
H 1.463 -2.906 -3.470  0.32
H -0.225 -2.338 -3.487  0.34
H 0.386 -3.280 -2.100  0.23
H 0.407 0.035 -3.528  0.36
H 2.067 -0.571 -3.737  0.42
H 2.142 1.693 -2.825  0.47
H 2.790 0.519 -1.670  0.29
H 0.640 3.111 -2.199  0.34
H -0.440 2.774 -0.823  0.25
H -0.633 1.868 -2.330  0.31

- ΔE to the lowest compared entry with this formula, charge and spin: 5.37 kcal per mole
- Charge: +1
- Strongest force on any atom: 1.235 eV Å⁻¹
- Orbital gap: 6.73 eV
- E_tot: -3811.0419 a.u.